ORCA calculation (the ωB97M-V functional and the def2-TZVPD basis) on an isolated ion of composition C2H6ClN3 and charge +2 in a non-equilibrium geometry.

Each line ends with the natural charge from an NBO analysis.
Positions of all 12 atoms, in Å:
C -0.787 -0.990 0.011  0.4508
C 1.185 0.422 -0.023  0.4953
N 1.714 1.615 0.036  -0.6420
N -2.053 -1.122 -0.042  -0.6050
N -0.204 0.317 0.064  -0.5791
Cl 2.126 -1.007 0.013  0.2416
H -0.174 -1.772 0.094  0.2461
H 1.197 2.455 -0.049  0.4580
H 2.763 1.617 0.169  0.4884
H -2.209 -2.180 0.159  0.4779
H -2.909 -0.561 -0.201  0.5024
H -0.649 1.204 -0.230  0.4656

* net charge: +2
* frontier orbital gap: 11.227 eV
* structure (SMILES): N/C(Cl)=[NH+]/C=[NH2+]
* multiplicity: 1
* LUMO level: -0.36893 Ha
* ΔE to the lowest compared entry with this formula, charge and spin: 4.2 kcal per mole

***

ORCA calculation (the ωB97M-V functional and the def2-TZVPD basis) on C2H6ClNO as an isolated structure in a non-equilibrium geometry.

Each line ends with the natural charge from an NBO analysis.
Positions of all 11 atoms, in Å:
C -1.166 1.574 -0.606  -0.4837
C 0.439 -1.866 -0.076  -0.2807
N -0.853 0.362 0.168  -0.1836
O 0.337 -0.634 -0.715  -0.4388
Cl -2.207 -0.630 0.341  0.1288
H -0.821 1.253 -1.622  0.2410
H -2.222 1.910 -0.598  0.2253
H -0.625 2.422 -0.046  0.2243
H 0.040 -1.841 1.062  0.1917
H 1.572 -2.164 0.051  0.2034
H -0.173 -2.559 -0.538  0.1723

* frontier orbital gap: 9.349 eV
* multiplicity: 1
* LUMO level: -0.00030 Ha
* ΔE to the lowest compared entry with this formula, charge and spin: 117.1 kcal per mole

***

ORCA calculation (the ωB97M-V functional and the def2-TZVPD basis) on a 2-piece molecular cluster, C2H6ClNO2P overall in a non-equilibrium geometry.

Each line ends with the natural charge from an NBO analysis.
Positions of all 13 atoms, in Å:
C -1.568 -0.184 0.007  -0.4125
C 0.208 1.006 -1.169  -0.4654
N -0.563 0.808 0.033  -0.5169
O 0.706 -2.095 1.162  -1.1114
O 2.621 -0.471 0.349  -1.1116
P 1.432 -0.772 1.191  1.9235
Cl 1.862 -0.274 3.078  -0.3629
H -1.325 -1.145 -0.224  0.1895
H -2.317 -0.275 0.907  0.1754
H -2.325 0.199 -0.827  0.1332
H -0.179 0.418 -2.038  0.1456
H 0.158 2.008 -1.500  0.1682
H 1.290 0.776 -0.970  0.2453

* net charge: -1
* frontier orbital gap (spin up / spin down): 7.902 / 6.639 eV
* multiplicity: 1
* LUMO level (spin up / spin down): 0.12950 / 0.13096 Ha
* ΔE to the lowest compared entry with this formula, charge and spin: 67.8 kcal per mole

***

ORCA calculation (the ωB97M-V functional and the def2-TZVPD basis) on a 2-piece molecular cluster, C2H6ClNOS overall in a non-equilibrium geometry.

Each line ends with the natural charge from an NBO analysis.
Positions of all 12 atoms, in Å:
C 1.642 -1.110 0.007  -0.3251
C 0.558 -0.069 0.273  0.2134
H 3.304 0.017 0.190  0.3659
H 2.788 -0.131 -1.333  0.3671
H 1.790 -1.668 0.943  0.2122
H 1.230 -1.826 -0.714  0.2152
H -0.513 -1.559 0.781  0.5023
H -1.871 0.425 0.346  0.2974
N 2.919 -0.652 -0.471  -0.8013
O -0.591 -0.592 0.713  -0.6717
S 0.726 1.532 0.061  -0.0607
Cl -2.780 -0.200 -0.310  -0.3147

* frontier orbital gap: 9.489 eV
* structure (SMILES): NCC(O)=S.Cl
* multiplicity: 1
* LUMO level: 0.00398 Ha
* ΔE to the lowest compared entry with this formula, charge and spin: 0.0 kcal per mole

***

ORCA calculation (the ωB97M-V functional and the def2-TZVPD basis) on a 2-piece molecular cluster, C2H6ClO overall in a non-equilibrium geometry.

Each line ends with the natural charge from an NBO analysis.
Positions of all 10 atoms, in Å:
Cl 0.680 -0.096 3.851  -0.9723
C -0.222 0.084 -1.494  -0.6214
C -0.210 -0.169 0.076  -0.0713
O 0.773 0.694 0.723  -0.7737
H 0.697 -0.298 -2.165  0.1981
H -0.670 0.932 -1.687  0.1963
H -1.047 -0.470 -1.781  0.1919
H 0.234 -1.216 0.352  0.1716
H -1.047 0.179 0.543  0.1787
H 0.812 0.359 1.582  0.5022

* net charge: -1
* frontier orbital gap: 7.707 eV
* multiplicity: 1
* LUMO level: 0.13868 Ha
* ΔE to the lowest compared entry with this formula, charge and spin: 24.1 kcal per mole

***

ORCA calculation (the ωB97M-V functional and the def2-TZVPD basis) on one molecule with the formula C2H6ClOP in a non-equilibrium geometry.

Each line ends with the natural charge from an NBO analysis.
Positions of all 11 atoms, in Å:
C -1.066 -1.022 0.445  -1.0644
C 0.579 1.075 -1.032  -1.0041
O 1.713 -1.130 0.156  -1.0184
P 0.496 -0.305 0.204  1.9808
Cl 0.340 0.801 2.409  -0.5264
H -0.708 -1.751 1.128  0.2839
H -1.742 -0.257 0.983  0.2991
H -1.328 -1.178 -0.591  0.2514
H 0.432 0.556 -2.013  0.2548
H -0.327 1.683 -0.907  0.2530
H 1.610 1.527 -0.782  0.2903

* frontier orbital gap: 10.681 eV
* structure (SMILES): CP(C)(=O)Cl
* multiplicity: 1
* LUMO level: 0.00967 Ha
* ΔE to the lowest compared entry with this formula, charge and spin: 21.6 kcal per mole

***

ORCA calculation (the ωB97M-V functional and the def2-TZVPD basis) on one molecule with the formula C2H6ClOPS2 in a non-equilibrium geometry.

Each line ends with the natural charge from an NBO analysis.
Positions of all 13 atoms, in Å:
C -1.151 0.149 -0.882  -0.2502
C -0.906 -0.953 3.399  -0.4162
O 0.113 0.547 -1.365  -0.8304
P 1.197 1.547 -0.610  0.9289
S 0.785 1.659 1.363  -0.3588
S 2.859 0.105 -0.575  -0.3424
Cl 0.561 -0.441 2.770  0.1573
H -1.729 1.061 -0.659  0.1827
H -1.137 -0.394 0.073  0.1782
H -1.509 -0.476 -1.764  0.2073
H -1.362 -1.775 2.886  0.2009
H -1.315 -0.077 3.854  0.1999
H 3.681 0.905 0.128  0.1428

* frontier orbital gap (spin up / spin down): 7.549 / 6.649 eV
* multiplicity: 1
* LUMO level (spin up / spin down): -0.02641 / -0.06861 Ha
* ΔE to the lowest compared entry with this formula, charge and spin: 21.0 kcal per mole

***

ORCA calculation (the ωB97M-V functional and the def2-TZVPD basis) on a 2-piece molecular cluster, C2H6ClPS2 overall in a non-equilibrium geometry.

Each line ends with the natural charge from an NBO analysis.
Positions of all 12 atoms, in Å:
C 0.576 0.570 -1.137  -0.7301
C 0.655 0.334 0.234  -0.3063
P -2.793 0.057 -0.285  0.5735
S -4.096 -0.984 -1.393  -0.1856
S -3.032 -1.007 1.703  -0.2840
Cl -3.749 1.717 0.375  -0.2750
H 0.642 1.628 -1.570  0.2360
H 1.549 0.296 -1.618  0.2366
H -0.233 -0.025 -1.691  0.2243
H 1.139 1.022 0.945  0.1837
H 0.169 -0.584 0.820  0.1713
H -1.661 -1.432 1.652  0.1556

* frontier orbital gap (spin up / spin down): 5.055 / 9.531 eV
* multiplicity: 1
* LUMO level (spin up / spin down): -0.10902 / 0.00213 Ha
* ΔE to the lowest compared entry with this formula, charge and spin: 90.2 kcal per mole

***

ORCA calculation (the ωB97M-V functional and the def2-TZVPD basis) on C2H6CoO3 as an isolated structure in a non-equilibrium geometry.

Each line ends with the natural charge from an NBO analysis.
Positions of all 12 atoms, in Å:
O 0.152 1.174 -0.489  -0.7255
Co 1.537 0.190 -1.200  1.3901
O 1.777 0.785 0.531  -0.4684
C -1.104 0.818 0.022  -0.0638
C -1.296 -0.681 0.172  -0.6412
H -1.255 1.322 0.994  0.1767
H -1.864 1.223 -0.669  0.1651
H -0.662 -1.077 0.979  0.2165
H -2.342 -0.915 0.416  0.2192
H -1.034 -1.204 -0.761  0.1850
O 3.057 -0.462 -0.320  -0.9339
H 3.034 -1.173 0.326  0.4804

* frontier orbital gap (spin up / spin down): 8.174 / 8.204 eV
* ⟨S²⟩: 4.078
* multiplicity: 4
* LUMO level (spin up / spin down): -0.02514 / -0.03825 Ha

***

ORCA calculation (the ωB97M-V functional and the def2-TZVPD basis) on C2H6F10N2O17S6Y as an isolated structure in a non-equilibrium geometry.

Each line ends with the natural charge from an NBO analysis.
Positions of all 44 atoms, in Å:
Y 13.640 12.283 -5.785  2.3862
C 7.538 14.724 -5.653  0.7336
F 6.314 14.728 -5.163  -0.3096
F 7.470 14.005 -6.814  -0.3396
F 7.976 15.918 -5.929  -0.2998
S 8.738 14.023 -4.359  2.2606
O 8.955 15.084 -3.328  -0.8886
O 8.109 12.885 -3.746  -0.9375
O 9.951 13.639 -5.126  -0.9963
C 15.411 15.099 -0.244  0.7261
F 15.651 16.209 -0.977  -0.3102
F 16.466 14.247 -0.211  -0.3276
F 15.251 15.453 1.096  -0.3362
S 13.791 14.255 -0.823  2.2663
O 13.878 14.046 -2.264  -0.9875
O 13.629 13.014 -0.044  -0.9216
O 12.715 15.232 -0.536  -0.8881
N 13.590 9.252 -4.140  -1.1486
S 12.775 8.422 -3.178  2.3739
O 13.415 7.999 -1.938  -0.8412
O 11.689 7.641 -3.742  -0.8721
F 11.967 9.764 -2.687  -0.5259
S 14.550 7.829 -4.492  2.2812
O 13.962 6.654 -5.160  -0.8336
O 15.801 7.622 -3.752  -0.8466
F 15.117 8.480 -5.812  -0.5298
N 13.831 15.447 -6.941  -1.1345
S 14.663 16.881 -6.500  2.2590
O 13.977 17.680 -5.500  -0.7961
O 15.726 17.385 -7.363  -0.8175
F 15.539 15.998 -5.464  -0.5323
S 13.132 16.366 -7.913  2.3407
O 13.763 16.693 -9.152  -0.8675
O 12.061 17.223 -7.474  -0.8251
F 12.167 15.141 -8.424  -0.5664
O 11.625 10.340 -8.178  -0.9711
H 11.800 10.208 -9.110  0.4861
H 10.897 9.749 -7.984  0.5013
O 17.185 11.853 -5.065  -0.9737
H 17.541 11.624 -4.207  0.5029
H 17.953 11.921 -5.633  0.4871
O 15.481 11.745 -8.588  -0.9800
H 15.569 11.116 -9.305  0.5030
H 16.271 12.282 -8.641  0.4963

* net charge: -1
* frontier orbital gap: 2.828 eV
* multiplicity: 1
* LUMO level: -0.14794 Ha
* ΔE to the lowest compared entry with this formula, charge and spin: 430.4 kcal per mole

***

ORCA calculation (the ωB97M-V functional and the def2-TZVPD basis) on C2H6F2N3OP3 as an isolated structure in a non-equilibrium geometry.

Each line ends with the natural charge from an NBO analysis.
Positions of all 17 atoms, in Å:
C -1.428 1.461 -1.495  -0.4060
C 1.182 -2.260 0.269  -0.2432
N 1.965 1.542 0.332  -1.4100
N 0.131 0.659 1.988  -1.3709
N -0.355 1.001 -0.641  -1.0689
O 0.638 -0.993 -0.055  -0.8346
F -2.112 0.231 0.695  -0.5594
F -1.041 -1.493 1.470  -0.5747
P 1.430 1.565 1.883  1.3710
P 1.211 1.369 -1.050  1.4104
P -0.521 -0.122 0.730  2.4871
H -2.152 2.026 -0.905  0.2208
H -1.003 2.119 -2.255  0.1986
H -1.945 0.630 -1.974  0.2005
H 2.262 -2.177 0.152  0.1880
H 0.796 -3.005 -0.429  0.1868
H 0.942 -2.553 1.286  0.2046

* frontier orbital gap: 8.521 eV
* multiplicity: 1
* LUMO level: -0.04334 Ha
* ΔE to the lowest compared entry with this formula, charge and spin: 7.3 kcal per mole

***

ORCA calculation (the ωB97M-V functional and the def2-TZVPD basis) on C2H6F8KNO13S4 as an isolated structure in a non-equilibrium geometry.

Each line ends with the natural charge from an NBO analysis.
Positions of all 35 atoms, in Å:
K -0.686 -1.769 0.615  0.9973
N 0.857 2.564 3.667  -1.0671
S 1.469 3.860 3.540  2.3614
O 2.972 3.939 3.612  -0.9091
O 0.755 5.037 4.073  -0.9056
F 1.297 4.057 1.925  -0.5308
S 1.170 2.593 5.317  2.2963
O 0.221 3.277 6.211  -0.8553
O 2.488 2.195 5.819  -0.8463
F 0.548 1.111 5.440  -0.5427
C -5.710 3.251 -4.037  0.7308
F -4.937 4.171 -3.407  -0.3332
F -6.955 3.307 -3.626  -0.3138
F -5.621 3.358 -5.366  -0.3254
S -5.015 1.496 -3.582  2.2810
O -3.590 1.452 -3.881  -1.0093
O -5.264 1.317 -2.157  -1.0183
O -5.793 0.579 -4.428  -1.0108
C 7.581 -2.172 0.133  0.7273
F 8.751 -2.276 0.671  -0.3233
F 6.945 -1.129 0.746  -0.3408
F 7.832 -2.006 -1.195  -0.3441
S 6.511 -3.854 0.371  2.2706
O 7.355 -4.802 -0.396  -0.9962
O 6.464 -4.149 1.793  -0.9892
O 5.175 -3.520 -0.185  -1.0037
O -0.996 -3.481 -5.594  -0.9399
H -1.200 -2.727 -5.041  0.4725
H -0.536 -3.109 -6.347  0.4674
O -3.894 2.430 2.956  -0.9430
H -2.938 2.458 2.993  0.4731
H -4.093 2.253 2.037  0.4696
O -3.564 -6.217 -0.938  -0.9372
H -4.427 -6.517 -1.224  0.4712
H -3.173 -6.981 -0.515  0.4663

* net charge: -2
* frontier orbital gap: 5.989 eV
* multiplicity: 1
* LUMO level: 0.04413 Ha
* ΔE to the lowest compared entry with this formula, charge and spin: 111.7 kcal per mole